# 1
67
Properties=species:S:1:pos:R:3 method="wB97M-V/def2-TZVPD" max_force_ev_per_a=3.44
P 2.36 -4.30 -2.55
F 0.84 -0.16 -5.32
F 2.45 -0.58 -3.70
F 0.26 -1.16 -3.42
O 0.52 -3.38 -4.49
O 2.41 -5.72 -1.60
O -0.91 -4.54 -2.38
N -1.77 -4.33 -0.09
C -0.15 -5.39 -3.28
C -0.93 -5.09 -1.05
C 0.72 2.13 4.22
C 1.32 -1.06 -4.35
C 1.79 -2.92 -1.36
C 0.75 2.26 -2.44
C 0.05 3.40 -0.23
C -3.55 0.98 6.13
C -1.72 1.64 3.66
C -2.58 2.15 6.05
C 2.23 4.71 0.02
C -2.35 2.65 4.62
C 0.79 4.71 -0.49
C -0.60 2.41 -3.14
C 0.64 2.17 -0.92
C 1.09 -4.58 -3.93
C 1.51 -2.50 -5.03
C -0.37 1.07 4.10
H 0.48 2.86 4.99
H 1.67 1.66 4.48
H -1.63 1.87 6.51
H -0.05 0.33 3.36
H -1.35 -6.15 -1.10
H 1.57 -5.28 -4.69
H -3.16 0.10 5.60
H 2.26 4.50 1.09
H 3.28 -6.15 -1.67
H -2.32 -3.60 -0.54
H -0.83 -5.66 -4.16
H -1.73 3.55 4.66
H -2.99 2.98 6.64
H 2.57 -2.88 -4.99
H 1.41 3.08 -2.73
H -4.52 1.24 5.69
H 0.25 5.52 0.02
H -2.42 0.81 3.51
H -0.47 0.54 5.05
H 2.42 -1.99 -1.52
H 0.02 1.30 -0.66
H -1.26 1.58 -2.89
H 0.14 -5.06 -0.65
H 0.68 -2.73 -1.43
H 2.06 -3.31 -0.32
H -1.00 3.52 -0.53
H 0.85 2.66 3.27
H -0.46 2.42 -4.22
H 0.19 -6.35 -2.79
H 0.03 3.21 0.85
H -1.09 3.35 -2.86
H 1.22 1.35 -2.81
H -1.61 2.12 2.68
H 2.84 3.97 -0.50
H -3.31 2.98 4.20
H 2.69 5.69 -0.15
H 0.78 4.96 -1.55
H -3.72 0.69 7.17
H 1.26 -2.34 -6.14
H -1.17 -3.91 0.63
H 1.63 1.96 -0.51

# 2
8
Properties=species:S:1:pos:R:3 method="wB97M-V/def2-TZVPD" relative_energy_kj_mol=321.8 max_force_ev_per_a=2.46
O -0.69 -0.24 -1.79
O 0.79 -0.36 1.09
O -1.12 1.22 0.96
N 1.02 -0.74 -0.24
N -0.66 0.05 0.58
C -0.19 -0.32 -0.72
H 1.54 -1.59 -0.40
H -0.68 1.98 0.52

# 3
106
Properties=species:S:1:pos:R:3 method="wB97M-V/def2-TZVPD" relative_energy_kj_mol=349.7 max_force_ev_per_a=4.35
O -0.02 -0.39 4.88
O -5.83 4.22 -3.67
O -0.57 0.53 -5.39
O 6.02 0.09 -2.11
O 1.23 3.66 -2.21
O 5.14 -2.15 -0.42
O -2.81 2.39 -3.07
O 2.06 -1.81 3.48
O -1.01 -4.88 1.50
O -0.15 -6.40 4.73
O 1.76 3.40 5.10
O 0.02 -4.19 -1.05
O -3.53 -4.70 -2.33
O 2.50 0.73 4.79
O 1.06 1.31 -3.42
O -2.49 2.83 0.18
O 0.29 1.33 -0.58
O 0.19 -1.42 -1.34
C -1.17 -0.07 4.05
C -1.60 -0.41 -5.09
C -4.93 3.09 -3.75
C -1.47 -1.41 3.34
C 1.84 2.31 -4.13
C 1.53 3.23 2.70
C -1.07 -6.01 3.76
C -2.53 -4.14 -1.55
C 4.29 -1.05 -0.81
C 3.32 -1.11 3.47
C 4.79 -0.41 -2.09
C -1.04 -1.85 -5.08
C 3.42 -0.28 4.74
C -1.07 -4.57 -1.93
C -2.69 4.78 1.38
C -0.30 -5.16 2.71
C -3.73 3.44 -2.92
C -0.19 -0.99 -0.06
C 0.90 3.70 4.02
C 0.60 0.24 0.34
C 2.25 3.33 -3.14
C -1.98 4.16 0.26
H -2.41 -0.28 -5.81
H -3.43 2.90 0.38
H -2.45 4.27 2.32
H -5.56 4.83 -4.36
H 4.14 0.47 -2.18
H -1.89 -0.02 -4.11
H 0.85 2.80 -2.03
H -2.11 4.75 -0.65
H 0.05 -4.21 3.12
H 1.35 -1.19 3.64
H 1.64 0.31 4.88
H -0.16 -1.87 -4.45
H -5.49 2.25 -3.33
H -4.69 2.88 -4.79
H 3.22 -1.00 5.54
H 0.90 3.44 1.84
H 0.96 0.63 -4.08
H 0.35 0.54 1.36
H -1.04 -5.66 -1.88
H 2.25 2.59 4.94
H -2.49 -1.43 2.97
H -0.65 -2.23 -6.03
H 0.54 -5.70 2.28
H -1.25 -0.78 -0.17
H 0.07 -1.92 0.45
H -0.57 1.75 -0.43
H -2.69 -4.65 -0.60
H -1.51 -6.94 3.39
H -1.88 0.24 4.81
H -1.77 -2.53 -4.64
H -1.41 -2.20 4.09
H 4.42 -0.32 -0.01
H -3.74 4.78 1.09
H -0.33 -4.74 0.83
H -3.30 4.43 -3.05
H 1.65 2.14 2.72
H 6.03 -1.80 -0.34
H -2.02 2.47 -2.54
H 3.43 -0.60 2.51
H -0.69 -1.71 2.64
H 0.01 -3.24 -1.13
H 0.08 -5.61 5.22
H 4.62 -1.08 -2.93
H -2.40 5.81 1.57
H -1.78 -5.34 4.25
H 3.22 -1.23 -0.72
H -4.00 3.37 -1.86
H -0.85 0.84 3.54
H -2.70 -3.07 -1.44
H -0.94 4.00 0.52
H 1.30 2.83 -4.92
H 3.10 2.93 -2.58
H 2.40 4.28 -3.65
H 1.64 -0.06 0.31
H 0.29 -0.67 -1.94
H 2.62 1.82 -4.70
H 4.06 -1.90 3.33
H 0.58 4.75 4.00
H 4.44 0.06 4.94
H -0.84 -4.57 -2.99
H -3.55 -4.10 -3.09
H -0.02 3.12 4.14
H 6.04 1.04 -1.96
H -0.96 1.39 -5.55
H -0.25 -1.09 5.50
H 2.52 3.66 2.55

Result set for orbital gap: 0.32225 0.37745 0.36552 Ha, one per record in the order listed.
Result set for HOMO: -8.25 -9.72 -9.71 eV, one per record in the order listed.
Result set for LUMO level: 0.52 0.55 0.23 eV, one per record in the order listed.